No. 1
The following is a DFT calculation (the ωB97M-V functional and the def2-TZVPD basis) of a cluster of 2 separate species, C6H11N3O in total in a non-equilibrium geometry.

Output
**Relative energy (zero: lowest compared OMol25 entry of this formula, charge and spin)**: 296.5 kJ/mol
**Electronic energy**: -12915.9727 eV
**Highest occupied orbital energy**: -9.7 eV
**SMILES**: C[C@@]1(C#N)N[C@H]1[C@H]1CN1.O

CARTESIAN COORDINATES (ANGSTROEM)
1 O 1.353 -0.104 2.691
2 N -2.324 0.024 -0.489
3 N 0.335 0.108 -1.703
4 N 3.493 -0.241 -0.159
5 C -2.277 1.482 -0.416
6 C 0.935 -0.604 -0.575
7 C 2.382 -0.486 -0.396
8 C 0.379 -1.965 -0.217
9 C -1.221 0.660 0.218
10 C 0.156 0.665 -0.381
11 H 0.800 -2.738 -0.872
12 H -2.012 2.028 -1.325
13 H -1.998 -0.280 -1.407
14 H 0.612 -2.211 0.827
15 H -0.710 -1.960 -0.333
16 H 0.681 0.392 3.166
17 H -1.229 0.532 1.304
18 H 1.015 0.618 -2.261
19 H 0.742 1.556 -0.133
20 H 1.930 0.571 2.258
21 H -3.042 1.954 0.203

These are the natural (NBO) partial charges, in e, on atoms 1 to 6:
1. O -0.943
2. N -0.582
3. N -0.584
4. N -0.324
5. C -0.253
6. C -0.020

No. 2
The following is a DFT calculation (the ωB97M-V functional and the def2-TZVPD basis) of a cluster of 9 separate species, C23H69N4O11 in total in a non-equilibrium geometry.

Output
**Charge**: +1
**Relative energy (zero: lowest compared OMol25 entry of this formula, charge and spin)**: 433.2 kJ/mol
**Electronic energy**: -53422.1694 eV
**Highest occupied orbital energy**: -10.5 eV

CARTESIAN COORDINATES (ANGSTROEM)
1 O 0.504 -2.943 0.970
2 O -2.375 -2.385 -0.472
3 O -8.592 1.441 1.768
4 O 0.636 -2.905 -2.901
5 O 0.348 1.717 3.705
6 O 4.107 -1.233 -0.317
7 O -1.878 2.316 -0.247
8 O 2.750 0.128 -3.605
9 O 0.076 0.338 -4.111
10 O 3.093 1.825 -0.021
11 O 6.067 1.049 3.525
12 N 1.053 -0.387 -1.184
13 N 3.562 -1.480 2.555
14 N -5.441 1.683 -0.057
15 N -0.071 0.202 0.446
16 C -6.337 1.530 0.972
17 C -1.000 -0.860 0.468
18 C 4.013 -0.041 2.988
19 C 2.567 -0.628 -4.716
20 C 2.195 3.015 0.011
21 C 5.141 -1.918 -0.900
22 C -0.563 -3.233 -3.582
23 C -0.979 2.669 -1.352
24 C 0.744 1.259 -4.940
25 C -0.245 2.702 4.486
26 C -3.199 2.226 -0.670
27 C -1.488 -1.444 -0.737
28 C 2.128 -1.569 2.308
29 C -0.485 1.381 2.577
30 C 0.094 -4.185 0.339
31 C 7.535 0.977 3.559
32 C 1.851 -2.897 1.646
33 C -9.902 1.572 1.483
34 C -7.766 1.496 0.523
35 C 0.511 0.540 1.720
36 C -4.116 1.753 0.461
37 C -2.898 -2.984 -1.677
38 C 5.604 -0.128 2.982
39 H 7.789 2.101 4.077
40 H 1.686 3.196 -0.908
41 H 2.021 -0.553 -1.437
42 H 1.610 -1.434 3.161
43 H -3.386 -3.832 -1.197
44 H -1.064 2.322 5.007
45 H 2.787 3.965 0.257
46 H 1.225 -3.412 -3.297
47 H -0.460 3.704 3.789
48 H 1.902 -3.495 2.443
49 H -0.087 3.109 -0.852
50 H -3.574 -2.415 -2.065
51 H 0.584 3.083 5.201
52 H 1.126 0.473 -0.722
53 H -0.581 2.146 1.916
54 H -4.038 2.573 1.343
55 H -0.013 1.828 -5.468
56 H -8.128 2.005 -0.264
57 H 0.455 -4.602 -0.413
58 H 8.069 0.300 4.192
59 H 5.048 -2.005 -1.855
60 H -1.431 -3.148 -3.008
61 H 6.039 -1.578 -0.783
62 H 1.770 2.759 0.826
63 H 1.390 0.728 -5.639
64 H 5.005 -2.905 -0.504
65 H 0.196 -4.928 1.095
66 H 1.439 1.209 1.715
67 H 3.976 2.062 -0.540
68 H 2.938 -0.168 -5.725
69 H -6.172 0.613 1.356
70 H -6.290 2.367 1.812
71 H 5.999 -0.922 3.544
72 H -0.523 1.104 0.210
73 H -10.356 1.144 0.665
74 H 3.694 -1.870 3.522
75 H 3.768 -1.267 0.727
76 H -1.537 3.199 -1.986
77 H 7.986 0.590 2.460
78 H 3.256 0.971 -3.772
79 H -3.200 1.665 -1.620
80 H -5.613 0.895 -0.645
81 H 0.787 -0.347 2.196
82 H -7.961 0.418 0.014
83 H -0.561 -4.178 -3.962
84 H -0.550 1.774 -1.744
85 H -1.322 0.941 2.633
86 H 2.577 -2.971 0.863
87 H -0.896 0.464 -4.273
88 H -1.787 -0.400 0.859
89 H 3.788 0.866 2.463
90 H -0.720 -1.605 1.057
91 H -3.540 3.401 -0.812
92 H -0.615 -1.582 -1.468
93 H -2.216 -3.325 -2.376
94 H 5.841 -0.439 2.051
95 H 3.139 -1.511 -4.665
96 H -3.598 0.728 1.013
97 H 3.577 -0.007 3.975
98 H 1.229 2.023 -4.409
99 H 1.743 -0.858 1.521
100 H 1.516 -0.963 -4.827
101 H -0.913 -3.887 0.155
102 H 0.667 -1.315 -0.733
103 H -10.568 1.195 2.216
104 H -2.023 -0.696 -1.371
105 H -0.821 -2.336 -4.273
106 H 0.796 -0.240 -2.239
107 H -10.170 2.670 1.544

These are the Mulliken partial charges, in e, on atoms 1 to 6:
1. O -0.202
2. O -0.464
3. O -0.318
4. O -0.394
5. O -0.322
6. O -0.415

No. 3
The following is a DFT calculation (the ωB97M-V functional and the def2-TZVPD basis) of an isolated molecule of C4H11NOS in a non-equilibrium geometry.

Output
**Relative energy (zero: lowest compared OMol25 entry of this formula, charge and spin)**: 594.3 kJ/mol
**Electronic energy**: -18693.7588 eV
**Highest occupied orbital energy**: -7.8 eV
**SMILES**: C=[S@@H](=O)CN(C)C

CARTESIAN COORDINATES (ANGSTROEM)
1 S 1.840 0.037 -0.147
2 O 1.890 -1.300 -0.708
3 N -1.006 -0.284 -0.298
4 C 2.970 0.390 1.112
5 C -2.049 -0.215 -1.245
6 C 0.021 0.763 -0.489
7 C -1.105 -0.723 1.130
8 H 3.069 -0.376 1.920
9 H -2.414 -1.206 -1.263
10 H -1.352 0.052 1.758
11 H 2.276 0.953 -1.049
12 H -1.999 -1.518 1.079
13 H -1.751 0.014 -2.273
14 H -2.801 0.601 -1.060
15 H 0.063 1.094 -1.545
16 H -0.062 1.712 0.140
17 H -0.295 -1.317 1.478
18 H 2.705 1.325 1.458

These are the natural (NBO) partial charges, in e, on atoms 1 to 6:
1. S 1.554
2. O -0.918
3. N -0.459
4. C -0.969
5. C -0.397
6. C -0.376

No. 4
The following is a DFT calculation (the ωB97M-V functional and the def2-TZVPD basis) of a cluster of 4 separate species, C31H56F3N5O6S in total in a non-equilibrium geometry.

Output
**Electronic energy**: -71777.6917 eV
**Highest occupied orbital energy**: -8.3 eV
**SMILES**: CCSCc1cc(C[C@@H](O)C(F)(F)F)c(CCCOC(C)=O)c2nccnc12.COC[C@@H](C)N.COC[C@@H](C)N.COC[C@@H](C)N

CARTESIAN COORDINATES (ANGSTROEM)
1 S -1.981 2.932 -5.529
2 F 2.453 1.444 -1.813
3 F 1.636 -0.453 -1.102
4 F 3.047 0.650 0.083
5 O -3.083 3.747 0.817
6 O -5.694 -0.240 -0.713
7 O 8.197 -3.567 6.514
8 O 1.004 -4.249 0.438
9 O 1.172 1.799 1.310
10 O -6.700 1.625 -1.373
11 N 6.041 -3.357 4.595
12 N -3.475 -1.738 -3.031
13 N 1.784 -5.324 3.005
14 N -4.590 4.560 -1.499
15 N -2.510 -0.283 -5.276
16 C -4.359 4.351 0.960
17 C -4.105 6.598 -0.261
18 C 3.799 -4.397 2.001
19 C 0.836 1.576 -0.056
20 C -0.607 1.220 -2.556
21 C -0.645 1.793 -4.990
22 C -4.793 5.236 -0.218
23 C -6.404 0.492 -1.601
24 C -0.481 0.835 -0.053
25 C 9.316 -4.310 6.068
26 C -1.718 4.465 -4.615
27 C 7.228 -2.504 4.484
28 C -2.542 -0.755 -2.888
29 C 8.109 -3.032 3.356
30 C -3.856 -1.975 -4.257
31 C -3.376 -1.254 -5.363
32 C -2.038 -0.457 -1.583
33 C -1.061 0.508 -1.413
34 C 2.682 -5.425 1.849
35 C 1.994 0.777 -0.733
36 C -3.540 -0.349 0.456
37 C 7.961 -2.355 5.826
38 C 1.576 -2.991 0.125
39 C -6.749 -0.167 -2.901
40 C -1.631 4.343 -3.092
41 C -2.611 -1.219 -0.406
42 C -4.529 0.517 -0.274
43 C 1.918 -5.325 0.521
44 C -2.073 -0.042 -4.008
45 C -1.980 4.575 1.129
46 C -1.110 0.977 -3.807
47 H 3.146 -6.416 1.871
48 H 0.780 2.547 -0.543
49 H -4.103 1.048 -1.126
50 H -7.812 -0.377 -2.979
51 H 9.043 -4.992 5.259
52 H -0.827 4.981 -4.968
53 H -1.773 -1.500 0.232
54 H -2.905 0.324 1.027
55 H -5.864 5.417 -0.097
56 H 9.666 -4.912 6.906
57 H 3.421 -3.406 2.254
58 H 1.698 2.603 1.337
59 H 1.892 -2.469 1.033
60 H 0.805 -2.394 -0.352
61 H -1.896 5.270 -2.588
62 H 7.326 -1.766 6.492
63 H -4.099 -0.936 1.183
64 H -3.626 4.236 -1.515
65 H -2.552 5.115 -4.868
66 H 9.084 -2.540 3.351
67 H -3.085 6.531 -0.638
68 H 0.234 2.371 -4.724
69 H 0.128 1.998 -2.454
70 H 10.130 -3.657 5.742
71 H -0.452 1.124 -5.818
72 H -3.757 -1.504 -6.345
73 H -1.158 3.928 1.438
74 H -6.455 0.499 -3.705
75 H -3.054 -2.151 -0.731
76 H -4.075 7.058 0.729
77 H -5.139 3.702 -1.514
78 H -0.412 -0.044 0.581
79 H -4.648 7.269 -0.925
80 H 1.104 -6.079 2.966
81 H 6.895 -1.503 4.195
82 H 1.310 -6.227 0.412
83 H -4.589 -2.755 -4.414
84 H 8.899 -1.796 5.705
85 H -2.210 5.262 1.949
86 H -6.220 -1.110 -2.977
87 H -5.063 3.518 1.028
88 H 4.384 -4.314 1.082
89 H -1.649 5.143 0.255
90 H -2.292 3.561 -2.727
91 H -4.888 1.281 0.413
92 H 4.476 -4.686 2.801
93 H -1.194 1.503 0.431
94 H -0.608 4.095 -2.818
95 H 5.397 -2.947 5.266
96 H 2.422 -3.088 -0.560
97 H 1.226 -4.483 2.886
98 H 8.268 -4.108 3.429
99 H 7.634 -2.845 2.393
100 H 6.330 -4.228 5.033
101 H -4.418 4.896 1.912
102 H 2.610 -5.303 -0.333

These are the Mulliken partial charges, in e, on atoms 1 to 6:
1. S -0.166
2. F -0.304
3. F -0.218
4. F -0.310
5. O -0.088
6. O -0.455

No. 5
The following is a DFT calculation (the ωB97M-V functional and the def2-TZVPD basis) of the ion C3H6IN2O with charge +1 in a non-equilibrium geometry.

Output
**Charge**: +1
**Relative energy (zero: lowest compared OMol25 entry of this formula, charge and spin)**: 265.2 kJ/mol
**Electronic energy**: -16326.9623 eV
**Highest occupied orbital energy**: -13.6 eV
**SMILES**: CN1C=[NH+]O[C@@H]1I

CARTESIAN COORDINATES (ANGSTROEM)
1 I 0.157 0.709 3.107
2 O -0.744 -1.433 1.175
3 N -1.573 -1.126 0.131
4 N 0.084 0.267 -0.131
5 C 1.112 1.067 -0.846
6 C 0.259 -0.442 1.189
7 C -1.016 -0.255 -0.658
8 H 2.110 0.641 -0.872
9 H 0.743 1.107 -1.800
10 H 1.265 -0.935 1.045
11 H -1.391 0.107 -1.716
12 H 1.237 2.097 -0.468
13 H -2.243 -1.805 -0.157

These are the natural (NBO) partial charges, in e, on atoms 1 to 6:
1. I 0.176
2. O -0.306
3. N -0.227
4. N -0.365
5. C -0.402
6. C 0.115

No. 6
The following is a DFT calculation (the ωB97M-V functional and the def2-TZVPD basis) of a structure of composition C6H4BBr2F24O10P4V2 in a non-equilibrium geometry.

Output
**2S+1**: 4
**Electronic energy**: -321295.2266 eV
**Expectation value of S²**: 3.83
**Highest occupied orbital energy (alpha / beta)**: -10.6 / -10.6 eV

CARTESIAN COORDINATES (ANGSTROEM)
1 Br -4.962 1.489 -3.073
2 Br -5.796 5.447 -2.353
3 V 3.076 1.209 -0.402
4 V -2.132 -1.654 -2.014
5 P 3.975 1.753 2.679
6 P 3.597 -2.414 0.211
7 P 0.408 0.514 -1.533
8 P -2.577 -1.460 -4.808
9 F 5.303 2.478 3.323
10 F 0.682 0.151 0.082
11 F 3.644 -2.499 -1.368
12 F 2.721 1.062 1.934
13 F 1.035 2.008 -1.162
14 F 3.262 3.115 2.328
15 F 3.402 -2.281 1.796
16 F 5.155 -2.845 0.387
17 F -1.148 0.793 -1.148
18 F 3.049 -3.941 0.205
19 F -2.325 -0.254 -3.714
20 F 4.581 1.990 1.162
21 F -0.082 -0.940 -1.788
22 F -1.278 -2.209 -4.128
23 F 2.069 -2.001 -0.046
24 F -1.612 -0.691 -5.870
25 F 3.254 1.753 4.206
26 F -3.498 -2.214 -3.645
27 F 0.036 0.832 -3.075
28 F 3.959 -0.784 -0.038
29 F 4.542 0.242 2.737
30 F -2.691 -2.788 -5.714
31 F 1.987 0.226 -1.924
32 F -3.935 -0.740 -5.378
33 O -3.250 -0.858 -1.311
34 O -0.962 -0.945 2.230
35 O 0.658 -0.178 3.799
36 O 0.601 -3.962 1.438
37 O -1.077 -0.483 6.680
38 O 0.466 -2.561 3.168
39 O 3.867 1.947 -1.481
40 O 1.335 0.863 5.628
41 O -1.043 -1.465 4.659
42 O -1.462 -2.084 0.280
43 C -0.730 -0.541 5.503
44 C 0.577 0.121 5.017
45 C -0.877 -1.965 1.365
46 C 0.198 -2.936 1.965
47 C -4.905 3.903 -1.400
48 C -3.933 3.053 -2.295
49 B -0.227 -1.266 3.438
50 H -5.767 3.380 -0.986
51 H -4.454 4.397 -0.539
52 H -3.673 3.620 -3.189
53 H -3.042 2.617 -1.841

These are the natural (NBO) partial charges, in e, on atoms 1 to 6:
1. Br -0.050
2. Br -0.036
3. V 1.778
4. V 1.760
5. P 2.596
6. P 2.610

No. 7
The following is a DFT calculation (the ωB97M-V functional and the def2-TZVPD basis) of a structure of composition C48H46N7O4PSSe2Ta in a non-equilibrium geometry.

Output
**Charge**: +1
**Relative energy (zero: lowest compared OMol25 entry of this formula, charge and spin)**: 130.8 kJ/mol
**Electronic energy**: -221504.7029 eV
**Highest occupied orbital energy**: -8.7 eV

CARTESIAN COORDINATES (ANGSTROEM)
1 Ta -23.354 -9.149 -4.471
2 Se -18.794 -6.666 -4.742
3 Se -22.518 -6.177 -3.614
4 S -24.709 -9.329 -2.342
5 P -20.567 -5.460 -4.329
6 O -21.525 -8.460 -5.555
7 O -23.426 -13.194 -12.747
8 O -25.243 -9.468 -5.230
9 O -23.448 -8.380 -6.460
10 N -21.839 -9.848 -3.046
11 N -21.584 -12.521 -11.644
12 N -22.231 -7.920 -6.489
13 N -18.837 -12.371 -9.288
14 N -27.215 -9.845 -1.632
15 N -21.468 -14.380 -13.204
16 N -26.973 -8.983 -3.781
17 C -21.465 -9.307 -1.860
18 C -22.953 -11.030 -5.211
19 C -26.455 -9.069 -4.972
20 C -22.491 -2.828 -6.842
21 C -28.669 -9.732 -1.829
22 C -20.180 -4.362 -6.907
23 C -26.415 -9.360 -2.621
24 C -19.052 -14.697 -13.393
25 C -20.550 -12.999 -10.861
26 C -19.520 -14.621 -9.415
27 C -28.650 -8.383 -5.922
28 C -20.439 -3.485 -7.939
29 C -22.239 -13.350 -12.558
30 C -17.665 -3.395 -1.403
31 C -21.585 -2.698 -7.900
32 C -23.761 -11.774 -6.080
33 C -20.076 -12.804 -14.441
34 C -17.800 -14.145 -13.678
35 C -19.038 -3.362 -3.410
36 C -21.346 -12.854 -5.214
37 C -19.787 -10.907 -1.546
38 C -17.662 -12.976 -14.442
39 C -18.704 -13.646 -8.883
40 C -19.650 -4.511 -2.980
41 C -21.715 -11.575 -4.721
42 C -18.078 -2.762 -2.568
43 C -29.345 -8.967 -8.209
44 C -27.413 -8.982 -6.148
45 C -29.234 -8.328 -1.928
46 C -21.172 -10.976 -3.504
47 C -20.206 -13.990 -13.715
48 C -20.446 -14.345 -10.417
49 C -27.124 -9.558 -7.376
50 C -20.498 -9.810 -1.037
51 C -26.648 -10.508 -0.490
52 C -22.166 -13.566 -6.047
53 C -29.590 -8.325 -6.983
54 C -16.333 -12.510 -14.893
55 C -19.705 -12.053 -10.260
56 C -23.429 -13.090 -6.404
57 C -19.329 -5.078 -1.759
58 C -22.262 -3.728 -5.805
59 C -26.178 -9.575 0.622
60 C -28.066 -9.520 -8.403
61 C -20.215 -11.567 -2.687
62 C -18.823 -12.299 -14.763
63 C -18.337 -4.542 -0.978
64 C -21.034 -4.422 -5.813
65 H -15.788 -13.315 -15.345
66 H -28.958 -8.004 -4.919
67 H -20.325 -13.184 -4.995
68 H -29.083 -10.283 -0.960
69 H -28.569 -7.658 -2.547
70 H -20.295 -9.421 -0.042
71 H -19.742 -3.423 -8.766
72 H -29.325 -7.850 -0.939
73 H -19.907 -5.876 -1.351
74 H -28.996 -10.277 -2.753
75 H -17.594 -1.859 -2.850
76 H -27.541 -11.085 -0.103
77 H -19.308 -2.942 -4.361
78 H -25.102 -9.405 0.654
79 H -19.255 -4.920 -6.962
80 H -16.904 -14.527 -13.232
81 H -20.921 -12.310 -14.913
82 H -19.105 -15.659 -12.894
83 H -19.811 -10.980 -10.489
84 H -21.837 -14.592 -6.298
85 H -21.827 -8.288 -1.747
86 H -27.789 -9.958 -9.351
87 H -21.804 -2.055 -8.743
88 H -19.664 -12.491 -3.058
89 H -18.781 -11.406 -15.395
90 H -26.753 -8.662 0.570
91 H -18.035 -5.025 -0.063
92 H -26.430 -10.057 1.603
93 H -24.093 -13.649 -7.090
94 H -15.649 -12.195 -14.124
95 H -22.086 -14.891 -13.803
96 H -19.380 -15.631 -9.073
97 H -30.085 -8.946 -9.038
98 H -25.913 -11.195 -0.836
99 H -16.424 -11.649 -15.592
100 H -24.680 -11.307 -6.456
101 H -30.577 -7.868 -6.914
102 H -30.278 -8.324 -2.296
103 H -23.409 -2.270 -6.799
104 H -22.308 -11.899 -11.248
105 H -22.957 -3.848 -4.966
106 H -16.861 -2.948 -0.888
107 H -26.110 -9.943 -7.566
108 H -18.075 -13.831 -8.032
109 H -21.081 -15.156 -10.781
110 H -18.944 -11.305 -0.973

These are the Mulliken partial charges, in e, on atoms 1 to 6:
1. Ta 1.283
2. Se -0.418
3. Se -0.261
4. S -0.193
5. P 0.581
6. O -0.174